DFT (ωB97M-V/def2-TZVPD) results for a 2-piece molecular cluster, C5H12NO overall at a distorted geometry.

```
19
C5H12NO, DFT ωB97M-V/def2-TZVPD
C 0.5111 -0.5042 0.5461
C -0.1942 -1.0473 1.7445
C 1.6165 0.5066 0.8514
C -1.6868 -0.5276 -0.6632
C 0.2056 1.3496 -1.9726
N -0.3252 -0.2682 -0.5743
O 0.6310 -1.2946 -0.6291
H -0.4243 -2.0775 1.5489
H -1.0422 -0.4061 1.9969
H 0.4836 -1.0269 2.5709
H 2.4833 0.6985 0.1147
H 2.2579 0.3757 1.7946
H 1.0863 1.4372 1.0804
H -2.1950 0.4784 -0.8356
H -1.9920 -1.2673 -1.3586
H -1.9871 -1.0286 0.3070
H -0.8773 1.6854 -2.2198
H 0.8895 2.0557 -1.4408
H 0.5593 0.8613 -2.8614
```

HOMO level   -15.331 eV
Relative energy (zero: lowest compared OMol25 entry of this formula, charge and spin)   529.0 kJ/mol
F_max   6.122 eV Å⁻¹
Net charge   +1

DFT (ωB97M-V/def2-TZVPD) results for C20H24AuN3O2S as an isolated structure.

```
51
C20H24AuN3O2S, DFT ωB97M-V/def2-TZVPD
Au -0.8042 -0.0584 0.6201
N -3.1604 -0.6072 -3.0587
C -2.2561 -0.4207 -2.0800
S -2.8318 0.2257 -0.5989
N -1.0145 -0.7817 -2.4374
N -0.0870 -0.6774 -1.5008
C 1.0979 -1.1320 -1.8324
C 2.2747 -0.9989 -1.0707
C 3.4201 -1.7097 -1.5234
C 4.6189 -1.6304 -0.8845
C 4.7513 -0.8040 0.2659
C 3.6929 -0.1074 0.7472
C 2.3993 -0.1495 0.1066
O 1.4683 0.5649 0.5606
H -4.1173 -0.3400 -2.9235
H -2.8471 -0.9709 -3.9422
H 1.1627 -1.6732 -2.7761
H 3.3160 -2.3305 -2.4056
H 5.4713 -2.1864 -1.2501
H 5.7123 -0.7334 0.7605
H 3.7764 0.5293 1.6183
C -1.3376 -3.8687 0.0031
C -1.4981 -3.1872 1.3575
C -2.0606 -4.1598 2.4019
C -0.2170 -2.5899 1.8875
C 1.0164 -3.1819 1.7057
C 2.1523 -2.6699 2.3229
C 2.0677 -1.5545 3.1648
C 0.8860 -0.8831 3.3526
C 0.8103 0.3145 4.2693
C -0.0718 0.0175 5.4867
C 0.3638 1.6006 3.5674
C -0.2959 -1.3732 2.6750
O -1.4117 -0.7412 2.7690
H -2.3113 -4.2019 -0.3583
H -0.6953 -4.7502 0.0629
H -0.9165 -3.1881 -0.7390
H -2.2152 -2.3724 1.2507
H -1.3739 -4.9954 2.5576
H -3.0190 -4.5610 2.0688
H -2.2143 -3.6593 3.3585
H 1.1026 -4.0639 1.0838
H 3.1118 -3.1448 2.1619
H 2.9625 -1.1961 3.6599
H 1.8320 0.4751 4.6305
H -1.1073 -0.1264 5.1798
H -0.0335 0.8543 6.1861
H 0.2645 -0.8791 6.0100
H -0.6773 1.5246 3.2563
H 0.9797 1.8051 2.6917
H 0.4502 2.4412 4.2585
```

HOMO level (spin up / spin down)   -7.600 / -7.743 eV
Relative energy (zero: lowest compared OMol25 entry of this formula, charge and spin)   0.0 kJ/mol
F_max   0.154 eV Å⁻¹
2S+1   3
<S²>   2.086

DFT (ωB97M-V/def2-TZVPD) results for one molecule with the formula C4H8O2.

```
14
C4H8O2, DFT ωB97M-V/def2-TZVPD
C -0.2588 1.5583 0.0697
C -0.1352 0.0688 -0.2015
C -1.4024 -0.6989 0.1515
O 0.9515 -0.4299 0.6239
C 2.0059 -0.9856 0.0070
O 2.1963 -1.0417 -1.1798
H -1.1357 1.9623 -0.4478
H -0.3667 1.7472 1.1453
H 0.6296 2.0793 -0.2938
H 0.1310 -0.1221 -1.2437
H -1.1642 -1.7443 0.3564
H -2.0989 -0.6923 -0.7008
H -1.9310 -0.2727 1.0120
H 2.7084 -1.3696 0.7639
```

HOMO level   -10.697 eV
Relative energy (zero: lowest compared OMol25 entry of this formula, charge and spin)   46.9 kJ/mol
F_max   0.483 eV Å⁻¹
SMILES string   CC(C)OC=O

DFT (ωB97M-V/def2-TZVPD) results for a 2-piece molecular cluster, C3H11N4S overall at a distorted geometry.

```
19
C3H11N4S, DFT ωB97M-V/def2-TZVPD
C -0.7082 -2.4110 -0.5627
C 1.4938 0.6390 2.4549
C 0.1097 1.3660 0.3845
N 0.5469 -1.3019 -2.1398
N -1.5884 1.4828 -1.2611
N -0.3381 1.8944 -0.7491
N -0.1404 -1.1952 -1.1300
S 1.5816 1.8653 1.1064
H -0.4389 -3.4452 -1.0798
H -1.6981 -2.0662 -0.5076
H -0.2210 -2.6323 0.4036
H 1.6648 -0.3728 2.2154
H 0.6600 0.6350 3.0642
H 2.1733 0.8679 3.1357
H -0.6483 0.9171 0.8895
H 1.0215 -0.5414 -2.5119
H -1.5363 0.6562 -1.8358
H -2.2946 1.3580 -0.5492
H 0.3608 2.2844 -1.3273
```

HOMO level   -12.705 eV
Relative energy (zero: lowest compared OMol25 entry of this formula, charge and spin)   88.1 kJ/mol
F_max   4.738 eV Å⁻¹
Net charge   +1

DFT (ωB97M-V/def2-TZVPD) results for one molecule with the formula C8H12 at a distorted geometry.

```
20
C8H12, DFT ωB97M-V/def2-TZVPD
C 2.8727 1.8669 -1.6377
C 2.2301 0.7251 -1.3567
C 0.9415 0.5881 -0.7098
C 0.4848 -0.6515 -0.3798
C -0.8985 -0.7634 0.1654
C -1.8653 -1.3717 -0.5307
C -1.0188 -0.5587 1.7141
C -2.2829 0.1388 2.0871
H 3.9090 1.9033 -1.9256
H 2.5422 2.8124 -1.1837
H 2.7137 -0.1185 -1.8625
H 0.5725 1.4827 -0.1970
H 1.1462 -1.5181 -0.3503
H -1.7765 -1.5778 -1.5988
H -2.6322 -1.9401 0.0180
H -1.0076 -1.5963 2.1093
H -0.1337 -0.3189 2.3734
H -2.2588 0.3510 3.1431
H -2.4974 1.1178 1.6446
H -3.1330 -0.5494 2.0432
```

HOMO level   -8.473 eV
Relative energy (zero: lowest compared OMol25 entry of this formula, charge and spin)   219.6 kJ/mol
F_max   2.702 eV Å⁻¹
SMILES string   C=C/C=C/C(=C)CC

DFT (ωB97M-V/def2-TZVPD) results for a 3-piece molecular cluster, C9H9NO3 overall at a distorted geometry.

```
22
C9H9NO3, DFT ωB97M-V/def2-TZVPD
C 1.4178 3.1019 0.0571
C 1.1072 2.1033 -0.4974
O 0.8281 0.8457 -1.2582
C 0.1404 -0.0296 -0.5237
C -0.2455 0.0644 0.8481
C -1.1377 -0.8546 1.3740
C -1.3758 -2.0528 0.7220
C -1.0099 -2.2321 -0.5975
C -0.2310 -1.2407 -1.1788
H 1.6669 3.9471 0.7107
H -0.0370 0.9136 1.5342
H -1.4432 -0.7338 2.4105
H -1.8528 -2.9107 1.2850
H -1.4649 -3.0209 -1.1481
H 0.1835 -1.4523 -2.1205
O -3.1126 0.9118 0.0355
C -3.2784 2.0549 -0.1446
O -3.3663 3.1450 -0.3864
N 3.3269 -0.6919 0.0127
H 3.0141 0.2638 -0.2242
H 2.6838 -1.2524 -0.5706
H 4.1863 -0.8798 -0.3398
```

HOMO level   -8.671 eV
Relative energy (zero: lowest compared OMol25 entry of this formula, charge and spin)   222.7 kJ/mol
F_max   6.250 eV Å⁻¹
SMILES string   C#COc1ccccc1.O=C=O.N

DFT (ωB97M-V/def2-TZVPD) results for a 5-piece molecular cluster, C55H56F4O4 overall at a distorted geometry.

```
119
C55H56F4O4, DFT ωB97M-V/def2-TZVPD
C 1.3578 0.4987 -0.3434
C 2.4341 0.1676 0.0664
C 3.8121 -0.0133 0.5529
C 4.8396 0.3458 -0.5116
C 5.5338 -0.6792 -1.1705
C 5.3414 -2.1431 -0.8386
C 3.9724 -2.7019 -1.2624
O 4.1259 -3.5833 -2.3622
C 3.2964 -3.2886 -3.4617
C 1.8392 -3.8194 -3.3672
O 1.4918 -4.3567 -2.0930
C 0.4413 -3.7028 -1.4811
C 0.6162 -2.9788 -0.3193
C -0.4497 -2.3144 0.2749
C -1.7343 -2.3521 -0.2584
C -2.9044 -1.5612 0.3844
C -2.6098 -1.4627 1.8891
C -4.1754 -2.4117 0.2211
C -2.9193 -0.2103 -0.3589
C -4.0048 0.8417 -0.0801
C -4.0679 1.3307 1.3752
C -5.4247 0.4228 -0.5513
C -3.6070 2.0766 -0.9524
C -1.8948 -3.1060 -1.4232
C -0.8402 -3.7752 -2.0181
C 6.4246 -0.3621 -2.1926
C 6.6693 0.9463 -2.5623
C 6.0211 1.9588 -1.8772
C 5.1130 1.6767 -0.8529
C 4.5116 2.8547 -0.1489
O 3.4398 2.8572 0.4099
C 5.3246 4.1089 -0.1601
C 6.1767 4.3652 -1.1482
C 6.3459 3.3736 -2.2398
O 6.7479 3.6884 -3.3368
H 0.4037 0.7946 -0.7074
H 3.9102 -1.0740 0.7797
H 3.9652 0.5575 1.4684
H 6.1142 -2.7187 -1.3438
H 5.4656 -2.2890 0.2359
H 3.2501 -1.9140 -1.4939
H 3.5595 -3.2870 -0.4356
H 3.2902 -2.2179 -3.6732
H 3.7600 -3.7785 -4.3188
H 1.6965 -4.6088 -4.1086
H 1.1590 -3.0139 -3.6501
H 1.5844 -2.9134 0.1581
H -0.2362 -1.7436 1.1671
H -2.3374 -2.4415 2.2792
H -3.4983 -1.1442 2.4350
H -1.8204 -0.7479 2.1233
H -3.9975 -3.3672 0.7092
H -5.0134 -1.9394 0.7340
H -4.4302 -2.6060 -0.8180
H -2.9367 -0.4289 -1.4324
H -1.9479 0.2610 -0.1689
H -4.5134 2.3231 1.4327
H -4.5704 0.6358 2.0447
H -3.0452 1.4493 1.7536
H -5.3824 -0.3884 -1.2765
H -5.9324 1.2832 -0.9855
H -6.0144 0.0927 0.3050
H -2.5217 2.1372 -1.0570
H -3.9810 3.0002 -0.5113
H -4.0593 1.9847 -1.9408
H -2.8591 -3.1899 -1.9068
H -0.9897 -4.3572 -2.9202
H 6.9305 -1.1682 -2.7100
H 7.3569 1.2129 -3.3532
H 5.1930 4.8214 0.6440
H 6.7692 5.2695 -1.2046
F -3.6956 4.7260 2.7233
C -3.0496 5.6459 1.9721
C -2.3645 5.2227 0.8526
C -1.7049 6.1658 0.0781
C -1.7337 7.5068 0.4374
C -2.4273 7.9066 1.5719
C -3.0972 6.9723 2.3491
H -2.3501 4.1717 0.5988
H -1.1676 5.8516 -0.8066
H -1.2156 8.2395 -0.1666
H -2.4477 8.9504 1.8551
H -3.6490 7.2626 3.2333
F -3.7017 -4.4927 2.6158
C -3.0854 -5.5668 3.1532
C -2.0243 -6.1269 2.4707
C -1.3867 -7.2280 3.0234
C -1.8194 -7.7521 4.2345
C -2.8909 -7.1710 4.8992
C -3.5318 -6.0645 4.3601
H -1.7080 -5.7032 1.5255
H -0.5495 -7.6768 2.5058
H -1.3208 -8.6127 4.6600
H -3.2309 -7.5796 5.8413
H -4.3643 -5.5913 4.8634
F 2.3632 -1.9006 -5.8294
C 3.0408 -1.0590 -6.6414
C 3.6978 -1.5749 -7.7394
C 4.3932 -0.7045 -8.5665
C 4.4280 0.6539 -8.2817
C 3.7619 1.1468 -7.1679
C 3.0564 0.2871 -6.3382
H 3.6630 -2.6378 -7.9377
H 4.9098 -1.0898 -9.4353
H 4.9749 1.3278 -8.9274
H 3.7918 2.2040 -6.9413
H 2.5257 0.6495 -5.4677
F -5.1938 3.4553 9.1193
C -4.3397 3.5048 8.0764
C -4.7980 3.9626 6.8574
C -3.9146 4.0149 5.7879
C -2.5981 3.6048 5.9502
C -2.1612 3.1450 7.1851
C -3.0345 3.0958 8.2625
H -5.8299 4.2705 6.7531
H -4.2530 4.3747 4.8297
H -1.9144 3.6442 5.1122
H -1.1365 2.8217 7.3121
H -2.7140 2.7471 9.2350
```

HOMO level   -8.535 eV
Relative energy (zero: lowest compared OMol25 entry of this formula, charge and spin)   0.0 kJ/mol
F_max   1.188 eV Å⁻¹
SMILES string   C#CCc1c(CCOCCOc2ccc(C(C)(C)CC(C)(C)C)cc2)ccc2c1C(=O)C=CC2=O.Fc1ccccc1.Fc1ccccc1.Fc1ccccc1.Fc1ccccc1

DFT (ωB97M-V/def2-TZVPD) results for a 2-piece molecular cluster, C4H8O3 overall.

```
15
C4H8O3, DFT ωB97M-V/def2-TZVPD
O 0.2545 -1.8471 -0.9767
C -0.5284 -1.5037 -0.1741
C -1.4794 -1.2042 0.6984
O -2.4261 -2.1766 1.0022
H -1.4458 -0.2688 1.2429
H -3.1836 -2.0431 0.4191
C 1.8383 0.5516 0.2280
O 0.4586 0.8386 0.2044
C 0.0646 1.4589 -0.9972
H 2.0398 0.0188 1.1602
H 2.4347 1.4750 0.1985
H 2.1236 -0.0894 -0.6191
H 0.5674 2.4281 -1.1291
H -1.0153 1.6161 -0.9377
H 0.2887 0.8189 -1.8641
```

HOMO level   -8.666 eV
Relative energy (zero: lowest compared OMol25 entry of this formula, charge and spin)   321.2 kJ/mol
F_max   0.995 eV Å⁻¹
SMILES string   O=C=CO.COC